(1)
# C15H21Cl3GeN4OPtS

A molecular structure, C15H21Cl3GeN4OPtS (wB97M-V/def2-TZVPD, OMol25).

XYZ file:
```
47
Properties=species:S:1:pos:R:3:forces:R:3:nbo_charge:R:1
H -2.638 5.241 -3.789 -0.02 -0.09 0.06 0.237
H 4.189 -0.017 -3.096 0.02 -0.03 0.01 0.259
Cl -3.298 -1.373 -2.681 -0.36 -0.31 -0.19 -0.515
C 1.337 -1.268 -0.263 0.53 0.20 -0.04 0.330
H 4.377 -2.314 2.430 0.01 0.01 0.00 0.254
C 3.439 -1.097 0.925 0.19 -0.21 0.61 -0.228
C -0.980 -1.221 2.583 -0.25 0.09 0.10 -0.123
O -1.425 -0.457 0.419 -0.48 0.24 -0.23 -0.664
H 4.280 -3.100 0.855 0.00 -0.04 0.04 0.233
H -3.052 -1.136 2.094 -0.07 0.08 0.08 0.261
C 3.695 0.078 -2.130 -0.02 -0.15 0.17 -0.616
Ge -4.588 -3.114 -3.881 -0.46 0.10 0.23 1.298
H 2.755 0.614 -2.272 0.02 0.03 -0.03 0.202
N 0.713 -1.218 0.898 -0.08 -0.15 0.75 -0.625
H 4.342 0.662 -1.477 -0.04 0.04 -0.01 0.234
H -0.977 5.985 -1.247 0.05 -0.09 -0.03 0.238
H -1.502 4.015 -4.385 0.02 -0.06 0.06 0.231
H -3.830 -1.420 4.464 0.00 -0.01 -0.06 0.264
N -1.079 1.885 -1.903 0.02 -0.26 0.16 -0.656
C -1.721 5.192 -1.167 -0.08 0.34 0.25 -0.403
H 2.871 -0.488 1.622 0.03 0.14 -0.07 0.229
H -0.906 5.576 -3.785 0.07 -0.08 0.07 0.239
N 2.663 -1.246 -0.307 -0.81 -0.02 -0.15 -0.259
H -2.710 5.648 -1.211 -0.02 -0.10 -0.05 0.237
C -1.853 -1.653 5.264 0.04 0.07 -0.03 -0.229
H -2.186 -1.785 6.284 0.00 -0.03 0.00 0.282
C -2.330 -1.248 2.892 0.40 0.04 -0.42 -0.013
C -0.551 -0.944 1.174 0.52 -0.13 -0.78 0.662
H -1.602 4.683 -0.215 0.02 -0.07 -0.04 0.226
C -0.510 -1.649 4.953 -0.20 -0.10 0.49 -0.025
C 3.433 -1.316 -1.550 0.18 0.36 -0.55 -0.233
S 0.525 -1.516 -1.816 -1.04 0.52 -0.37 0.285
C -1.654 4.796 -3.646 -0.10 0.27 -0.35 -0.404
N -1.556 4.255 -2.283 0.05 -0.16 0.00 -0.408
C -1.328 3.010 -2.082 0.06 0.11 -0.01 0.674
H 2.826 -2.960 1.860 0.02 -0.03 -0.02 0.211
H 0.222 -1.791 5.739 0.05 0.01 -0.07 0.267
C 3.745 -2.459 1.555 -0.06 0.10 -0.20 -0.617
H 4.375 -1.814 -1.327 -0.07 -0.12 0.07 0.249
Cl -5.888 -1.976 -5.114 0.36 -0.24 0.29 -0.259
H 4.365 -0.584 0.674 -0.07 0.07 -0.10 0.240
C -0.064 -1.455 3.604 -0.06 0.00 -0.41 0.030
Pt -1.488 -0.138 -1.788 1.37 -0.32 0.58 1.188
C -2.770 -1.448 4.241 -0.05 -0.08 0.45 0.018
Cl -5.551 -4.009 -2.203 0.20 0.14 -0.41 -0.289
H 2.892 -1.914 -2.284 0.08 -0.14 0.11 0.229
H 0.992 -1.511 3.372 0.02 0.05 0.03 0.259
```
Positions in Å, forces in eV/Å.

- Kohn-Sham gap (spin up / spin down) (eV) = 8.1023 / 4.6467
- charge = +3
- highest occupied orbital energy (spin up / spin down) (eV) = -17.31 / -17.35
- E_tot (Eh) = -4852.35243
- spin multiplicity = 6


(2)
# C13H25B3F4O17S

A molecular structure, C13H25B3F4O17S (wB97M-V/def2-TZVPD, OMol25).

XYZ file:
```
63
Properties=species:S:1:pos:R:3:forces:R:3:nbo_charge:R:1
O 2.051 6.071 -0.032 -0.02 0.00 0.00 -0.493
F 1.392 0.544 3.530 -0.10 0.12 -0.02 -0.318
B -1.076 -0.774 2.116 -0.39 0.30 -0.16 0.853
C 1.754 0.058 2.332 -0.75 -0.33 0.31 0.744
H 1.082 -3.554 -1.007 -0.08 0.02 -0.03 0.215
H 2.807 5.146 1.671 -0.04 -0.08 -0.03 0.194
O 4.750 4.552 5.090 0.03 -0.01 0.02 -0.636
C -5.227 -5.233 -3.107 0.01 0.00 -0.03 0.978
H 3.690 6.422 6.637 0.06 -0.03 -0.02 0.195
O 0.967 -1.998 0.774 -0.06 0.45 -0.02 -0.908
H -4.350 -2.810 -2.588 -0.03 -0.06 0.04 0.185
H -7.513 -6.445 -2.667 0.04 0.01 0.06 0.192
O -1.936 -1.014 3.143 0.92 0.51 0.47 -0.861
C 1.943 5.723 1.352 0.01 0.09 0.20 -0.254
H -7.204 -7.604 -3.981 0.03 0.03 -0.05 0.194
H 3.030 1.963 3.083 -0.02 0.27 -0.11 0.182
O 2.833 5.727 4.873 -0.01 0.02 -0.02 -0.500
H -0.665 -2.488 -5.370 -0.04 -0.01 0.05 0.190
H 2.678 7.557 5.715 -0.05 -0.04 -0.04 0.196
O -5.883 -6.079 -3.905 0.00 -0.01 -0.02 -0.496
C 0.304 -4.019 -3.468 0.06 0.02 0.04 0.985
H 1.371 3.824 -3.066 0.02 -0.04 0.05 0.192
B -2.759 0.112 3.307 -0.55 -0.13 -0.17 1.008
H 4.581 2.819 3.075 0.04 0.03 0.06 0.195
O 2.957 3.778 3.956 -0.05 -0.03 -0.02 -0.500
H 1.909 6.657 1.904 0.01 0.06 -0.10 0.197
H -3.127 -2.930 -3.871 0.00 -0.06 -0.06 0.196
O -1.485 0.001 1.073 -0.17 -0.63 -0.15 -0.869
H -0.157 -3.645 -6.620 0.06 -0.03 0.02 0.198
C 3.691 2.587 3.656 0.21 -0.01 0.08 -0.247
O 1.339 -4.543 -2.825 0.00 -0.04 0.00 -0.490
C -3.694 -3.486 -3.134 -0.08 0.15 0.05 -0.253
H 2.099 -5.006 -1.001 0.05 -0.02 -0.13 0.195
F 3.031 -0.253 2.363 0.21 -0.12 -0.21 -0.288
O 0.974 -2.274 3.237 -0.20 0.33 0.00 -0.895
H -6.175 -7.612 -2.530 0.00 0.05 0.05 0.192
H 0.336 -5.169 -1.112 -0.06 0.05 -0.03 0.188
F 1.499 0.964 1.405 0.15 0.16 -0.17 -0.291
H 2.348 4.942 -4.045 0.00 0.06 0.03 0.196
O -5.316 -5.193 -1.907 -0.01 0.00 0.03 -0.647
H -2.679 0.815 4.252 -0.25 -0.23 0.19 -0.081
H 4.316 7.162 5.143 0.04 -0.05 0.02 0.194
O -3.539 0.425 2.211 0.58 -0.14 -0.12 -0.883
H -1.417 -4.104 -5.454 -0.02 0.03 0.05 0.193
H 3.147 3.810 -2.930 -0.03 -0.04 0.05 0.193
H -3.008 -3.977 -2.454 -0.03 -0.02 0.04 0.210
O -4.467 -4.451 -3.865 0.02 0.03 -0.04 -0.497
C -6.744 -6.987 -3.215 -0.08 -0.10 -0.04 -0.255
O 2.068 3.865 -0.515 0.00 -0.03 0.01 -0.649
O -0.692 -3.571 -2.958 0.09 0.00 -0.06 -0.663
H 3.966 2.061 4.569 0.08 0.09 0.03 0.195
O 2.203 5.467 -2.100 0.00 0.02 -0.01 -0.493
F -3.530 -0.322 -0.033 0.05 0.34 0.14 -0.453
C 2.104 5.022 -0.849 0.01 0.03 -0.01 0.978
O 0.550 -4.068 -4.777 0.01 0.00 -0.03 -0.492
C 3.626 4.672 4.683 -0.03 0.01 -0.01 0.978
S 0.706 -1.460 2.083 0.47 -1.18 0.06 1.859
C 3.429 6.777 5.643 -0.04 0.13 0.05 -0.256
H 1.032 5.158 1.537 0.04 -0.08 -0.02 0.192
C 1.192 -4.561 -1.398 0.08 -0.04 0.20 -0.262
B -2.891 0.049 1.053 -0.17 0.21 -0.24 1.391
C -0.496 -3.540 -5.595 -0.03 0.01 -0.12 -0.257
C 2.271 4.435 -3.088 0.01 -0.01 -0.14 -0.255
```
Positions in Å, forces in eV/Å.

- Kohn-Sham gap (eV) = 10.3109
- energy relative to the best compared isomer or geometry (same formula, charge and spin) (kJ/mol) = 0.00
- highest occupied orbital energy (eV) = -10.74
- E_tot (Eh) = -2661.96342


(3)
# C28H39BrClMgN3NaO6PS2

A molecular structure, C28H39BrClMgN3NaO6PS2 (wB97M-V/def2-TZVPD, OMol25).

XYZ file:
```
83
Properties=species:S:1:pos:R:3:forces:R:3:mulliken_charge:R:1
H -2.942 -1.802 3.501 -0.01 0.08 0.02 0.451
C 2.154 -2.562 -0.058 -0.19 -0.74 0.27 0.424
H 6.729 -0.762 3.539 0.03 -0.01 0.12 0.251
C 2.932 2.335 -0.947 0.32 -0.14 -0.17 -1.018
H -5.240 6.995 -0.744 0.03 -0.02 -0.03 0.273
C 3.245 1.565 0.288 0.79 -0.49 -0.45 -0.217
H 4.321 1.623 3.557 -0.02 -0.01 -0.08 0.293
C 1.853 -4.052 -0.162 0.18 0.53 -0.61 -0.659
H 3.451 -6.668 2.657 0.07 0.17 0.15 0.382
H -5.124 7.653 -3.137 -0.02 0.01 0.01 0.386
H -2.344 -0.373 2.639 -0.01 0.04 0.07 0.326
C 1.006 0.862 -1.169 0.88 0.34 0.33 0.308
C -6.397 4.543 -1.025 0.02 -0.14 -0.16 -0.408
C -2.421 -2.177 1.446 -0.82 -0.38 1.41 0.605
C 0.090 -1.975 -1.398 0.22 -1.49 0.05 0.346
N 5.813 -1.134 3.758 -0.36 -0.11 0.08 -0.774
C -1.431 -3.814 -0.531 0.22 -0.35 -0.72 -0.082
C -0.959 -2.535 -0.465 -0.66 0.69 -0.01 0.563
H -4.769 3.333 -0.312 -0.01 -0.07 -0.04 -0.286
S 3.327 -4.972 -0.715 -0.08 -0.31 -0.11 -0.196
N 5.161 1.073 3.448 0.01 -0.09 -0.06 -0.806
H 2.846 0.036 3.406 -0.04 -0.12 -0.35 0.274
H 3.556 3.164 -1.258 -0.07 0.14 0.34 0.295
O 3.667 2.082 1.294 -0.61 0.34 0.51 -0.565
O -3.738 1.734 -2.186 -0.54 -0.33 1.32 -0.622
H 3.626 -0.713 4.588 0.10 -0.18 -0.02 0.346
C -1.492 -1.699 0.543 -0.48 0.84 -0.50 -0.097
H 5.658 1.513 2.683 0.00 0.10 0.06 0.302
C 4.964 -0.532 1.506 0.21 0.36 -0.03 -1.971
H 0.111 2.756 -3.472 -0.01 -0.31 0.13 -0.013
Br -4.796 -4.658 0.239 -2.51 -0.09 -1.41 -0.372
H -3.982 -1.020 2.313 -0.03 0.16 0.13 0.302
H -6.233 4.268 -2.073 0.10 -0.01 0.01 0.297
C 3.883 -6.040 0.661 -0.06 0.25 0.63 -0.310
H -1.005 -4.458 -1.293 -0.18 -0.19 0.07 0.521
N 3.521 -0.707 3.576 -0.07 0.23 0.26 -0.663
C 1.352 -1.600 -0.656 0.18 0.70 0.11 0.341
H -7.160 3.864 -0.641 -0.08 0.10 0.02 0.347
H 4.925 -5.775 0.843 0.03 -0.09 -0.15 0.324
H 1.132 -4.184 -0.963 -0.01 -0.28 0.08 -0.048
Mg -3.496 0.810 -0.410 0.16 0.15 -1.06 0.964
C -2.941 -1.280 2.545 -0.06 -0.10 -0.46 -1.799
H -2.072 1.105 -2.631 1.21 -0.10 0.47 0.381
H 3.846 -7.081 0.343 -0.06 0.06 -0.16 0.450
C -5.118 4.364 -0.222 0.03 0.27 0.17 -0.422
C -5.719 6.788 -2.845 -0.03 -0.16 -0.01 -0.876
C 3.697 -0.877 0.797 -0.38 0.36 0.13 0.495
H 5.455 0.315 0.917 -0.71 -1.06 1.44 0.176
S 2.216 4.657 -3.264 -0.21 0.02 -0.04 -0.395
O -1.946 1.616 -3.435 -0.66 -0.33 -0.45 -0.475
H 0.315 -2.735 -2.161 0.04 -0.03 0.10 0.909
H -2.687 -5.357 0.238 0.80 -0.31 0.57 0.653
C -2.392 -4.331 0.349 -0.21 0.92 1.31 -1.132
H 5.773 -2.084 3.402 0.04 0.00 -0.03 0.287
C 4.817 -0.299 3.058 1.07 0.11 0.02 0.931
C 3.123 -5.877 1.982 0.17 -0.36 -0.66 -1.100
H 2.110 2.067 -4.191 -0.43 -0.30 0.10 0.063
H 2.057 -6.031 1.815 -0.04 0.13 0.21 0.284
H -5.289 4.593 0.832 -0.03 -0.04 0.00 0.424
H -0.356 -1.142 -1.900 0.27 0.57 0.55 -2.135
H -6.603 6.740 -3.482 0.00 0.04 0.00 0.285
P 1.480 2.862 -3.205 1.05 0.86 0.19 0.316
C 2.898 0.099 0.194 -0.06 0.26 0.02 1.164
O -0.227 0.890 -1.281 -0.27 -0.28 -0.54 -0.527
C 1.857 1.983 -1.656 -1.20 -0.51 -0.39 0.078
C -3.210 2.247 -3.262 0.36 -0.13 -0.25 0.421
Na -1.048 -0.692 -3.604 -0.10 0.48 -0.60 1.015
H -1.148 -0.676 0.663 0.47 -0.13 0.09 1.074
C 1.759 -0.255 -0.523 -0.70 0.19 -0.17 -0.211
H -3.626 -3.797 2.145 0.31 -0.20 0.24 0.664
Cl 5.366 0.998 -0.963 0.19 0.61 -1.69 -0.447
O -6.949 5.839 -0.932 -0.14 0.03 0.15 -0.431
H -5.125 5.894 -3.040 0.07 0.05 0.00 0.158
H 1.402 -4.458 0.740 0.13 0.02 0.06 0.320
C -6.124 6.901 -1.385 0.14 0.08 -0.11 -0.327
H -4.318 5.016 -0.572 0.05 -0.10 -0.08 0.263
C -2.920 -3.468 1.408 2.51 -0.07 -0.93 -1.085
O -3.598 3.066 -4.031 -0.14 -0.06 0.22 -0.532
C 3.282 -2.184 0.656 0.29 0.24 0.12 -0.130
H -6.707 7.810 -1.241 -0.09 -0.08 0.07 0.345
H 3.912 -2.945 1.100 -0.07 -0.12 -0.09 0.241
H 3.326 -4.898 2.414 -0.23 -0.02 0.15 0.288
H 5.641 -1.378 1.362 -0.08 -0.06 0.05 0.527
```
Positions in Å, forces in eV/Å.

- Kohn-Sham gap (eV) = 3.5660
- energy relative to the best compared isomer or geometry (same formula, charge and spin) (kJ/mol) = 0.00
- highest occupied orbital energy (eV) = -7.78
- E_tot (Eh) = -6240.23545


(4)
# C23H23MnP2

A molecular structure, C23H23MnP2 (wB97M-V/def2-TZVPD, OMol25).

XYZ file:
```
49
Properties=species:S:1:pos:R:3:forces:R:3:nbo_charge:R:1
H 2.522 1.509 -0.647 0.12 -0.28 0.10 0.222
H 1.070 2.876 0.484 -0.23 -0.11 -0.30 0.224
C -3.445 -2.186 -1.071 3.49 -2.77 0.98 -0.401
C 0.456 2.829 -0.421 0.01 0.76 -0.56 -0.129
C 3.342 -2.189 0.272 0.24 0.18 -0.05 -0.201
C 2.027 -1.744 0.315 -0.10 0.37 -0.22 -0.243
H -1.885 -4.391 1.149 -0.12 0.15 -0.05 0.190
H -1.782 0.763 -2.067 -0.57 0.74 0.23 0.215
H 2.508 -1.271 -3.889 -0.63 -0.38 0.00 0.050
H -2.565 2.332 3.737 0.26 -0.21 -0.09 0.222
H 1.216 -2.425 0.584 0.16 0.18 -0.04 0.252
C -3.587 -2.941 1.124 0.09 0.10 -0.28 -0.371
C -2.234 -3.311 -0.730 -3.03 3.21 -1.02 -0.398
H 1.287 -3.033 -3.233 0.05 0.68 -0.38 0.056
C -1.150 1.663 -1.872 1.42 -0.15 0.36 -0.318
P 1.148 -1.661 -3.642 0.09 -0.41 -0.38 -0.013
C -0.437 3.910 -2.408 0.04 -0.07 -0.02 -0.198
H -3.962 -3.035 2.149 0.12 -0.03 -0.47 0.190
C -4.149 -2.085 0.126 0.75 -0.46 0.27 -0.326
C -1.638 1.814 3.483 0.18 -0.08 0.10 -0.203
C -0.603 1.735 4.424 0.12 -0.17 -0.31 -0.200
H 1.667 -0.039 2.594 -0.21 0.20 0.07 0.220
H 4.869 0.704 -0.708 -0.21 -0.21 0.07 0.220
H -0.490 4.796 -3.044 0.02 -0.34 0.13 0.227
C 4.368 -1.307 -0.097 -0.23 0.02 0.04 -0.203
C -1.165 2.767 -2.737 -0.22 0.03 0.10 -0.195
H 1.384 0.986 4.837 -0.23 0.00 -0.19 0.218
C 4.068 0.018 -0.422 0.08 -0.09 -0.06 -0.217
C 1.726 -0.401 -0.009 0.08 0.14 0.39 -0.280
Mn -0.140 -0.255 -2.239 0.07 -0.38 -0.18 0.778
H 5.400 -1.658 -0.127 -0.29 0.12 0.00 0.222
H 0.887 4.864 -0.984 -0.18 -0.22 -0.11 0.224
H 0.638 -1.803 -4.978 0.54 -0.15 0.58 0.047
H -5.018 -1.446 0.275 0.14 -0.13 0.02 0.191
H -1.781 2.730 -3.639 0.15 0.13 0.33 0.233
C 2.751 0.478 -0.380 0.14 -0.40 0.01 -0.241
C -1.486 1.242 2.222 0.48 -0.06 -0.12 -0.215
C 0.580 1.060 4.103 -0.31 0.04 0.03 -0.210
H -1.444 -3.656 -1.400 -0.39 -0.01 0.08 0.174
H -3.606 -1.656 -2.007 -0.04 -0.29 0.09 0.178
P -0.040 0.082 0.150 -0.51 -0.39 0.43 0.770
C 0.349 3.953 -1.248 -0.09 -0.31 0.25 -0.210
H 3.577 -3.222 0.530 -0.07 0.27 -0.09 0.226
C -2.467 -3.657 0.595 -0.47 0.64 -0.01 -0.329
C -0.272 0.612 1.874 0.14 0.23 0.80 -0.238
C -0.229 1.663 -0.760 -0.70 -0.15 -0.22 -0.421
H -0.720 2.197 5.406 0.03 -0.15 -0.30 0.218
H -2.288 1.305 1.483 0.16 -0.03 0.22 0.231
C 0.743 0.486 2.841 -0.32 0.23 -0.24 -0.236
```
Positions in Å, forces in eV/Å.

- Kohn-Sham gap (spin up / spin down) (eV) = 4.2643 / 4.0404
- energy relative to the best compared isomer or geometry (same formula, charge and spin) (kJ/mol) = 3.02
- highest occupied orbital energy (spin up / spin down) (eV) = -4.69 / -4.65
- E_tot (Eh) = -2723.69011
- spin multiplicity = 5


Maximum force, record by record: 1.52, 1.27, 2.88, 4.56 eV/A